Record 1
This record from OMol25 describes C6H18NO as an isolated structure at a distorted geometry. The level of theory is ωB97M-V/def2-TZVPD.

```
26
Properties=species:S:1:pos:R:3:forces:R:3:mulliken_charge:R:1
C 0.659127 -1.969231 0.504245 -0.93 -1.44 1.70 -1.257
C -0.582871 -1.086300 0.066349 1.08 2.77 -0.27 -0.050
C -0.138214 -0.283318 -1.177667 -1.89 1.34 0.55 0.074
C -1.506027 0.414819 -1.596228 -0.36 -0.81 0.67 -1.325
C 0.813375 0.853378 -0.773426 2.47 -0.61 0.56 -0.341
C 1.393438 1.730243 -1.922044 -2.51 -1.13 -0.84 -1.222
N -1.117405 -0.277543 1.145549 1.80 -1.32 -3.23 -0.383
H 1.237756 -2.467694 -0.300537 -0.82 0.68 0.22 0.340
H 0.183598 -2.714486 1.165453 0.82 -0.04 -0.15 0.389
H 1.241123 -1.284691 1.106520 0.52 -0.13 -0.07 0.474
H -1.383497 -1.759787 -0.296650 -0.34 -0.63 0.61 0.605
H 0.403579 -0.937438 -1.880791 -0.81 0.05 0.06 0.576
H -1.635021 0.878966 -0.611540 -0.64 0.63 -0.34 0.447
H -2.407326 -0.240849 -1.723684 1.02 0.27 -0.24 0.313
H -1.477692 1.171500 -2.365936 0.26 -0.04 -0.23 0.329
H 1.706634 0.241288 -0.483443 -0.28 0.65 0.17 0.260
H 0.516540 1.354615 0.163280 -0.27 0.17 -0.71 0.303
H 2.403809 2.052884 -1.817605 0.52 0.39 0.56 0.387
H 0.719033 2.542029 -2.298990 0.67 -0.58 0.60 0.296
H 1.406667 0.964878 -2.715698 0.28 0.52 -0.34 0.345
H 0.852338 1.176568 3.131823 -0.94 1.87 3.32 0.313
H -3.504218 -0.814359 3.665530 0.46 -1.78 0.14 0.015
H -1.242855 -0.791298 2.002242 -0.81 -1.28 0.61 0.366
H -3.309442 -1.592439 3.735836 -0.43 1.79 -0.17 0.006
H 0.092278 0.443533 1.946813 2.56 1.68 1.29 0.261
O 1.023194 0.720255 2.368895 -1.42 -3.03 -4.45 -0.522
```
Positions in Å, forces in eV/Å.

## Properties
energy relative to the best compared isomer or geometry (same formula, charge and spin)	188.7	kcal/mol
charge	+1
DFT total energy	-10037.6483	eV
highest occupied orbital energy	-14.92	eV



Record 2
This record from OMol25 describes a 3-piece molecular cluster, C6H18NO3 overall at a distorted geometry. The level of theory is ωB97M-V/def2-TZVPD.

```
28
Properties=species:S:1:pos:R:3:forces:R:3:mulliken_charge:R:1
C -1.296859 0.533318 3.050434 0.41 2.76 -1.17 -1.276
C -1.813024 0.962987 1.659542 0.11 -1.05 -1.05 -0.350
N -1.262719 0.144356 0.528049 -1.91 1.69 -1.42 0.033
C -1.577900 0.814889 -0.794607 1.97 -2.21 -0.64 -1.016
C 1.076608 0.786332 -0.081601 -1.96 1.45 -0.03 -1.169
C 0.112256 -0.243179 0.445662 0.39 -1.59 1.55 0.734
C 0.195276 -1.654858 -0.264548 0.54 -0.31 1.40 -1.065
O 1.140804 -1.667310 -1.165421 2.54 0.73 -3.53 -0.748
H -0.279363 0.196581 3.151076 1.01 1.25 -0.26 0.378
H -1.623649 1.399053 3.644152 0.76 -0.44 0.61 0.315
H -1.679746 -0.323979 3.447881 -2.36 -2.30 0.64 0.398
H -2.952189 0.799841 1.770489 1.53 0.36 -0.79 0.224
H -1.631017 2.039505 1.356907 -0.17 -0.66 1.11 0.422
H -2.656845 0.941967 -0.776454 0.08 0.56 -0.68 0.471
H -0.867198 1.676772 -1.019128 -1.72 -0.19 0.68 0.323
H -1.174972 0.095702 -1.675903 -1.55 1.19 1.95 0.201
H 2.122067 0.635136 -0.021174 0.92 -0.52 0.68 0.383
H 0.864510 0.716836 -1.129870 0.32 1.19 -0.72 -0.037
H 0.750366 1.745025 0.472555 0.81 -0.94 -1.29 0.254
H 0.459856 -0.338205 1.440188 0.11 -0.87 1.36 0.100
H -0.745308 -1.971697 -0.775302 -0.37 0.17 1.23 0.301
H 0.636866 -2.387268 0.497784 -1.79 0.26 0.20 0.153
H 2.929221 -1.310873 -0.861625 1.32 -0.80 -2.41 0.421
H 3.206395 -1.798159 -2.297828 -0.81 -0.29 -0.62 0.291
O 3.694665 -1.470043 -1.561269 -0.23 0.96 2.73 -0.719
H 0.922474 -0.831408 -2.518256 -0.29 1.49 -1.10 0.441
H 0.671404 0.649905 -3.130619 -1.08 8.93 3.21 0.248
O 0.778021 -0.141224 -3.391113 1.39 -10.83 -1.63 -0.712
```
Positions in Å, forces in eV/Å.

## Properties
energy relative to the best compared isomer or geometry (same formula, charge and spin)	80.9	kcal/mol
charge	-1
DFT total energy	-14143.8669	eV
highest occupied orbital energy	-3.64	eV



Record 3
This record from OMol25 describes a 3-piece molecular cluster, C6H18O2 overall at a distorted geometry. The level of theory is ωB97M-V/def2-TZVPD.

```
26
Properties=species:S:1:pos:R:3:forces:R:3:mulliken_charge:R:1
C -0.232200 -2.437913 0.900453 0.98 5.39 -2.19 -1.259
C 0.542802 -1.728787 2.069443 -1.57 -0.51 -2.21 -0.395
C 0.417555 -0.248186 1.722256 -2.40 -0.44 5.40 -0.869
C 1.481064 0.501895 2.367662 4.71 0.66 2.55 0.801
C 1.561498 2.004984 2.072201 -3.19 -1.95 -5.87 -1.625
C 1.560380 0.246290 3.982404 -1.69 1.45 -2.26 -1.463
H -0.373663 -3.391836 1.133051 -0.24 -4.39 0.15 0.473
H -1.229182 -2.005336 0.601400 0.82 -0.18 0.76 0.265
H 0.455937 -2.136360 -0.055914 -1.65 -1.57 2.06 0.264
H 1.504495 -2.160333 1.854107 0.98 0.39 0.59 0.279
H 0.264875 -1.976224 3.120610 -0.16 0.19 -1.08 0.356
H -0.633182 0.066645 2.216551 2.02 -0.35 -1.21 0.174
H 0.421419 0.079014 0.770530 -0.39 0.11 -3.76 0.540
H 2.521016 0.156795 1.962255 -1.72 -0.11 0.59 0.148
H 0.582213 2.410385 2.098210 -1.42 0.46 0.76 0.402
H 1.651985 2.239032 0.826762 0.72 -0.82 3.34 0.250
H 2.117680 2.595430 2.653026 2.78 1.96 1.99 0.496
H 1.147646 -0.641909 4.365036 -0.20 -1.83 -0.31 0.447
H 2.545877 0.297015 4.369270 0.80 0.75 0.44 0.361
H 0.788270 0.903949 4.405568 0.83 0.77 0.26 0.355
O -3.617670 -0.897470 -4.912593 -0.96 1.33 -0.60 -0.659
H -3.929652 -0.499510 -4.047200 0.27 -0.36 -2.03 0.331
H -3.995833 -0.407733 -5.728277 0.68 -0.96 2.62 0.328
O -0.571787 2.205379 -5.985401 -2.08 0.03 0.38 -0.645
H -0.892278 1.423800 -6.481302 0.37 0.58 0.40 0.324
H -1.418566 2.554205 -5.566245 1.72 -0.62 -0.77 0.321
```
Positions in Å, forces in eV/Å.

## Properties
SMILES	CCCC(C)C.O.O
energy relative to the best compared isomer or geometry (same formula, charge and spin)	67.1	kcal/mol
DFT total energy	-10606.0366	eV
highest occupied orbital energy	-10.34	eV



Record 4
This record from OMol25 describes a 3-piece molecular cluster, C6H18O2 overall at a distorted geometry. The level of theory is ωB97M-V/def2-TZVPD.

```
26
Properties=species:S:1:pos:R:3:forces:R:3:mulliken_charge:R:1
C 0.995534 2.309037 -0.788473 -1.58 0.48 -0.39 -1.299
C -0.229434 1.448731 -0.427655 1.68 -0.99 -0.18 -0.497
C 0.142015 0.152469 0.351955 -1.11 2.09 1.32 0.294
C 1.585990 0.180390 0.924136 -3.57 1.65 1.69 -1.538
C -0.955519 0.068662 1.429961 -0.71 -0.21 0.86 -0.687
C -0.913795 -1.356270 2.010508 -2.51 -0.56 -1.96 -1.352
H 1.459376 1.859820 -1.654709 0.46 -0.25 -0.12 0.327
H 0.508854 3.209635 -1.177047 0.85 0.52 0.33 0.377
H 1.744240 2.427845 -0.005837 -0.43 0.86 -0.41 0.366
H -0.569026 1.170002 -1.384057 -0.82 -0.60 -1.29 0.140
H -1.106041 1.931084 0.001491 0.53 0.45 0.45 0.525
H 0.040220 -0.768011 -0.164466 -0.32 -0.61 -1.05 0.784
H 2.084950 -0.471310 0.365400 2.94 -2.07 -2.63 0.348
H 1.591472 -0.284345 1.885490 0.05 0.11 1.03 0.440
H 1.930791 1.199792 0.943288 0.63 -0.48 0.42 0.291
H -0.677651 0.838626 2.249349 -0.67 -1.14 -1.12 0.334
H -2.028692 0.280657 1.056739 1.89 -0.05 0.32 0.334
H 0.089950 -1.572257 2.076287 2.26 -1.18 0.09 0.372
H -1.258174 -1.351383 2.993833 -0.94 -0.26 1.70 0.461
H -1.490194 -2.229186 1.412873 1.34 2.27 1.10 0.168
O 0.937760 -1.453628 -2.513192 -0.73 -0.90 -4.25 -0.678
H 0.702769 -1.082548 -1.727006 -0.40 1.34 3.54 0.223
H 1.753111 -1.912228 -2.524171 1.10 -0.42 0.58 0.274
O -2.189607 -1.227168 -1.533219 -0.04 -0.15 -0.03 -0.602
H -1.728961 -1.212061 -2.378095 0.11 0.06 -0.09 0.301
H -2.419946 -2.156363 -1.423375 -0.02 0.07 0.08 0.296
```
Positions in Å, forces in eV/Å.

## Properties
SMILES	CCC(C)CC.O.O
energy relative to the best compared isomer or geometry (same formula, charge and spin)	41.2	kcal/mol
DFT total energy	-10607.1619	eV
highest occupied orbital energy	-10.24	eV



Which value of DFT total energy does entry 1 give? -10037.6483 eV



What did the third record say?
This record from OMol25 describes a 3-piece molecular cluster, C6H18O2 overall at a distorted geometry. The level of theory is ωB97M-V/def2-TZVPD.

```
26
Properties=species:S:1:pos:R:3:forces:R:3:mulliken_charge:R:1
C -0.232200 -2.437913 0.900453 0.98 5.39 -2.19 -1.259
C 0.542802 -1.728787 2.069443 -1.57 -0.51 -2.21 -0.395
C 0.417555 -0.248186 1.722256 -2.40 -0.44 5.40 -0.869
C 1.481064 0.501895 2.367662 4.71 0.66 2.55 0.801
C 1.561498 2.004984 2.072201 -3.19 -1.95 -5.87 -1.625
C 1.560380 0.246290 3.982404 -1.69 1.45 -2.26 -1.463
H -0.373663 -3.391836 1.133051 -0.24 -4.39 0.15 0.473
H -1.229182 -2.005336 0.601400 0.82 -0.18 0.76 0.265
H 0.455937 -2.136360 -0.055914 -1.65 -1.57 2.06 0.264
H 1.504495 -2.160333 1.854107 0.98 0.39 0.59 0.279
H 0.264875 -1.976224 3.120610 -0.16 0.19 -1.08 0.356
H -0.633182 0.066645 2.216551 2.02 -0.35 -1.21 0.174
H 0.421419 0.079014 0.770530 -0.39 0.11 -3.76 0.540
H 2.521016 0.156795 1.962255 -1.72 -0.11 0.59 0.148
H 0.582213 2.410385 2.098210 -1.42 0.46 0.76 0.402
H 1.651985 2.239032 0.826762 0.72 -0.82 3.34 0.250
H 2.117680 2.595430 2.653026 2.78 1.96 1.99 0.496
H 1.147646 -0.641909 4.365036 -0.20 -1.83 -0.31 0.447
H 2.545877 0.297015 4.369270 0.80 0.75 0.44 0.361
H 0.788270 0.903949 4.405568 0.83 0.77 0.26 0.355
O -3.617670 -0.897470 -4.912593 -0.96 1.33 -0.60 -0.659
H -3.929652 -0.499510 -4.047200 0.27 -0.36 -2.03 0.331
H -3.995833 -0.407733 -5.728277 0.68 -0.96 2.62 0.328
O -0.571787 2.205379 -5.985401 -2.08 0.03 0.38 -0.645
H -0.892278 1.423800 -6.481302 0.37 0.58 0.40 0.324
H -1.418566 2.554205 -5.566245 1.72 -0.62 -0.77 0.321
```
Positions in Å, forces in eV/Å.

## Properties
SMILES	CCCC(C)C.O.O
energy relative to the best compared isomer or geometry (same formula, charge and spin)	67.1	kcal/mol
DFT total energy	-10606.0366	eV
highest occupied orbital energy	-10.34	eV



The lowest DFT total energy belongs to which entry? C6H18NO3



Which of these has the highest highest occupied orbital energy? C6H18NO3